Record 1
{
  "formula": "C33H77N2O6",
  "method": "ωB97M-V/def2-TZVPD",
  "fmax_ev_per_a": 2.92,
  "de_lowest_ev": 0.535,
  "gap_ev": 8.728,
  "total_charge": 1,
  "species": ["C", "C", "C", "C", "C", "C", "C", "C", "N", "C", "N", "H", "H", "H", "H", "H", "H", "H", "H", "H", "H", "H", "H", "H", "H", "H", "H", "H", "C", "C", "O", "C", "C", "H", "H", "H", "H", "H", "H", "H", "H", "H", "H", "C", "C", "O", "C", "C", "H", "H", "H", "H", "H", "H", "H", "H", "H", "H", "C", "C", "O", "C", "C", "H", "H", "H", "H", "H", "H", "H", "H", "H", "H", "C", "C", "O", "C", "C", "H", "H", "H", "H", "H", "H", "H", "H", "H", "H", "C", "C", "O", "C", "C", "H", "H", "H", "H", "H", "H", "H", "H", "H", "H", "C", "C", "O", "C", "C", "H", "H", "H", "H", "H", "H", "H", "H", "H", "H"],
  "xyz": [[5.22, -0.66, 1.97], [5.05, 0.86, 2.28], [3.90, 1.45, 1.43], [2.55, 1.64, 2.20], [2.28, 0.55, 3.28], [0.78, 0.34, 3.66], [-0.17, 0.11, 2.49], [-0.89, 1.13, 1.98], [-1.60, 0.58, 0.91], [-1.31, -0.68, 0.83], [-0.44, -1.06, 1.76], [4.48, -1.00, 1.23], [5.07, -1.26, 2.88], [6.20, -0.86, 1.52], [5.99, 1.32, 1.95], [4.93, 1.03, 3.36], [4.16, 2.41, 0.97], [3.64, 0.79, 0.58], [1.77, 1.68, 1.43], [2.51, 2.61, 2.71], [2.79, 0.89, 4.19], [2.71, -0.43, 3.04], [0.75, -0.60, 4.24], [0.40, 1.12, 4.33], [-0.88, 2.15, 2.35], [-2.21, 1.13, 0.31], [-1.74, -1.31, 0.06], [-0.02, -1.97, 1.90], [4.91, 4.67, 7.16], [3.83, 4.06, 6.29], [3.71, 2.65, 6.42], [3.39, 2.17, 7.72], [2.05, 2.67, 8.24], [5.87, 4.18, 6.98], [5.02, 5.73, 6.94], [4.69, 4.57, 8.22], [4.07, 4.24, 5.24], [2.86, 4.54, 6.48], [4.19, 2.40, 8.42], [3.35, 1.08, 7.63], [2.06, 3.75, 8.40], [1.81, 2.19, 9.19], [1.25, 2.45, 7.52], [2.90, -3.76, 1.76], [2.39, -4.24, 0.41], [3.16, -5.27, -0.15], [3.24, -6.48, 0.60], [1.89, -7.14, 0.83], [3.96, -3.48, 1.70], [2.33, -2.89, 2.10], [2.82, -4.53, 2.52], [2.44, -3.41, -0.30], [1.33, -4.53, 0.48], [3.75, -6.30, 1.55], [3.87, -7.15, 0.02], [1.24, -6.54, 1.46], [2.02, -8.11, 1.32], [1.37, -7.30, -0.12], [-3.84, 6.41, 0.32], [-3.72, 4.91, 0.52], [-3.58, 4.18, -0.69], [-2.44, 4.47, -1.49], [-1.14, 4.18, -0.77], [-4.65, 6.63, -0.38], [-4.04, 6.90, 1.27], [-2.93, 6.84, -0.09], [-4.63, 4.54, 0.99], [-2.90, 4.67, 1.20], [-2.48, 5.50, -1.85], [-2.51, 3.83, -2.37], [-0.99, 4.84, 0.09], [-0.29, 4.32, -1.44], [-1.15, 3.15, -0.40], [2.03, -0.52, -1.43], [1.69, 0.48, -2.53], [2.05, 0.05, -3.82], [1.42, -1.14, -4.27], [-0.09, -1.04, -4.35], [3.08, -0.81, -1.48], [1.81, -0.10, -0.45], [1.44, -1.44, -1.54], [2.25, 1.40, -2.35], [0.63, 0.75, -2.50], [1.73, -1.99, -3.65], [1.81, -1.33, -5.27], [-0.54, -0.92, -3.35], [-0.52, -1.94, -4.79], [-0.39, -0.18, -4.94], [-1.20, -4.20, -7.73], [-2.50, -4.05, -6.96], [-2.87, -2.71, -6.70], [-3.09, -1.89, -7.84], [-4.22, -2.39, -8.74], [-0.40, -3.65, -7.22], [-0.92, -5.25, -7.81], [-1.29, -3.80, -8.74], [-2.39, -4.52, -5.98], [-3.32, -4.58, -7.46], [-2.16, -1.77, -8.41], [-3.36, -0.91, -7.46], [-3.97, -3.34, -9.20], [-4.40, -1.67, -9.54], [-5.13, -2.53, -8.17], [-5.62, 1.73, -0.66], [-5.72, 0.45, 0.16], [-6.58, -0.52, -0.39], [-6.24, -1.00, -1.68], [-4.88, -1.68, -1.75], [-6.61, 2.15, -0.84], [-5.01, 2.46, -0.13], [-5.16, 1.55, -1.63], [-6.12, 0.69, 1.14], [-4.72, 0.02, 0.33], [-6.31, -0.19, -2.42], [-7.01, -1.72, -1.94], [-4.07, -0.97, -1.55], [-4.72, -2.11, -2.73], [-4.81, -2.47, -1.00]]
}


Record 2
{
  "formula": "C16H34O3P2PdS",
  "method": "ωB97M-V/def2-TZVPD",
  "fmax_ev_per_a": 4.50,
  "s_squared": 6.01,
  "de_lowest_ev": 3.783,
  "gap_ev": [5.437, 5.309],
  "total_charge": 2,
  "spin_multiplicity": 5,
  "species": ["P", "P", "C", "C", "H", "H", "H", "H", "C", "H", "H", "H", "C", "H", "H", "H", "C", "H", "H", "H", "C", "H", "H", "H", "Pd", "C", "C", "C", "C", "C", "C", "C", "C", "C", "H", "H", "H", "H", "H", "H", "H", "H", "H", "H", "H", "H", "H", "H", "H", "C", "S", "O", "O", "O", "H", "H", "H"],
  "xyz": [[0.21, -2.51, 1.09], [-0.24, 1.93, 1.52], [-0.06, -0.93, -0.27], [0.26, 0.52, 0.11], [-1.09, -1.01, -0.68], [0.78, -1.41, -0.74], [1.34, 0.62, -0.01], [-0.24, 1.08, -0.66], [-1.86, 2.49, 0.96], [-2.34, 3.04, 1.78], [-2.52, 1.67, 0.64], [-1.83, 3.16, 0.10], [1.11, 3.07, 1.38], [1.34, 3.35, 0.35], [1.99, 2.62, 1.85], [0.78, 3.98, 1.91], [-1.04, -3.84, 0.73], [-0.99, -4.54, 1.59], [-0.76, -4.37, -0.21], [-2.06, -3.39, 0.64], [1.92, -2.87, 0.85], [2.52, -2.01, 1.12], [2.12, -3.12, -0.19], [2.19, -3.74, 1.46], [-1.12, -0.55, 1.36], [0.26, 1.23, -2.68], [-1.09, 1.26, -2.54], [-1.98, 0.56, -3.49], [-1.61, -0.93, -3.79], [-0.85, -1.65, -2.73], [0.50, -1.75, -2.78], [1.35, -0.91, -3.66], [0.95, 0.58, -3.83], [-0.35, -1.46, 3.13], [0.96, 1.82, -2.06], [-1.60, 1.97, -1.87], [-2.00, 1.08, -4.47], [-3.02, 0.59, -3.11], [-2.55, -1.48, -3.97], [-1.06, -0.95, -4.75], [-1.50, -2.24, -2.05], [1.05, -2.57, -2.29], [1.40, -1.35, -4.67], [2.39, -0.94, -3.29], [1.88, 1.15, -4.01], [0.37, 0.68, -4.77], [0.72, -1.39, 3.43], [-0.66, -2.55, 3.24], [-1.00, -0.93, 3.88], [0.97, 2.95, 5.00], [0.97, 1.30, 4.28], [2.15, 0.97, 3.49], [0.35, 0.34, 5.15], [-0.35, 1.69, 3.11], [1.75, 2.87, 5.74], [-0.01, 3.09, 5.44], [1.16, 3.69, 4.24]]
}


Record 3
{
  "formula": "C4H11NO",
  "method": "ωB97M-V/def2-TZVPD",
  "fmax_ev_per_a": 0.71,
  "de_lowest_ev": 5.251,
  "gap_ev": [7.617, 7.616],
  "total_charge": 0,
  "species": ["C", "C", "C", "C", "N", "O", "H", "H", "H", "H", "H", "H", "H", "H", "H", "H", "H"],
  "xyz": [[-0.07, -1.15, 0.21], [-0.03, 1.36, 0.78], [1.90, -0.18, -0.42], [-1.44, -1.57, -0.17], [-0.64, 1.99, -0.37], [0.77, -0.89, -0.77], [0.34, -1.37, 1.19], [-1.27, 1.36, -0.84], [0.06, 2.28, -1.04], [0.54, 2.09, 1.36], [-0.80, 0.96, 1.44], [2.48, 0.06, -1.31], [2.50, -0.65, 0.37], [1.08, 0.73, 0.34], [-1.73, -1.12, -1.12], [-2.15, -1.25, 0.60], [-1.54, -2.66, -0.27]]
}